*w*
A cluster of 2 separate species, C2H3ClF2S in total. Source: OMol25; level of theory: ωB97M-V with the def2-TZVPD basis set.

Last column: Mulliken charge in e.
Atoms and positions in Å:
C: -0.62039 -0.61736 -1.10670  0.167
C: 0.87950 0.68267 0.64243  -0.333
F: -0.68995 0.16470 -2.27222  -0.219
F: -0.01969 -1.80824 -1.45529  -0.208
S: 0.63604 -0.45550 1.92311  -0.058
Cl: -0.01279 2.14461 0.55519  -0.108
H: -1.60899 -0.73247 -0.65866  0.244
H: 1.81036 0.48503 0.09846  0.402
H: -0.37408 0.13656 2.27369  0.113

The LUMO energy (spin up / spin down) comes out at -0.04 / 0.04 eV. The value obtained for the orbital gap (spin up / spin down) is 8.97 / 7.88 eV. Its multiplicity is 1.

*x*
An isolated molecule of C2H3ClF2S. Source: OMol25; level of theory: ωB97M-V with the def2-TZVPD basis set.

Last column: Mulliken charge in e.
Atoms and positions in Å:
F: -0.89025 -1.15550 -0.78413  -0.154
C: -0.82121 -0.20354 0.11062  0.657
F: -1.11479 -0.68527 1.28934  -0.177
Cl: -2.37493 1.08832 -0.36996  -0.275
C: 0.43349 0.52169 -0.07343  -0.738
S: 1.90576 -0.50732 -0.53879  -0.169
H: 0.29165 1.22366 -0.94780  0.335
H: 0.76102 1.11200 0.81178  0.378
H: 1.80927 -1.39404 0.50237  0.142

The LUMO energy comes out at 0.03 eV. The structure (SMILES) is FC(F)(Cl)CS. The value obtained for the orbital gap is 9.99 eV. Its multiplicity is 1.

Most stable: *x*. Least stable: *w*.

*w*
A cluster of 2 separate species, C2H3ClO2 in total. Source: OMol25; level of theory: ωB97M-V with the def2-TZVPD basis set.

Last column: Mulliken charge in e.
Atoms and positions in Å:
O: -0.88256 3.10267 -1.84260  -0.359
C: -1.42785 2.31761 -1.14747  0.185
Cl: -2.90474 1.52632 -1.56526  -0.115
H: -1.07651 1.98653 -0.16287  0.276
C: 0.21575 -1.06620 -0.12048  -0.102
O: -0.71936 -0.92227 -0.84662  -0.352
H: 1.24765 -0.83353 -0.42940  0.236
H: 0.11409 -1.43877 0.91259  0.231

The LUMO energy comes out at 0.49 eV. The structure (SMILES) is O=CCl.C=O. The value obtained for the orbital gap is 11.06 eV. Its multiplicity is 1.

*x*
An isolated molecule of C2H3ClO2. Source: OMol25; level of theory: ωB97M-V with the def2-TZVPD basis set.

Last column: Mulliken charge in e.
Atoms and positions in Å:
C: 1.03373 -0.13130 -0.13787  -0.737
C: -0.31820 0.34943 -0.11799  0.673
O: -0.85926 1.20331 -0.78161  -0.474
O: -1.12778 -0.53592 0.81174  -0.289
Cl: -2.80443 -0.29603 0.94086  0.003
H: 1.55690 0.74941 -0.06744  0.296
H: 1.33982 -0.84813 0.61821  0.284
H: 1.17922 -0.49078 -1.26589  0.243

The LUMO energy comes out at 0.12 eV. The structure (SMILES) is CC(=O)OCl. The value obtained for the orbital gap is 10.72 eV. Its multiplicity is 1.

Most stable: *w*. Least stable: *x*.

*w*
A cluster of 2 separate species, C2H3ClO2 in total. Source: OMol25; level of theory: ωB97M-V with the def2-TZVPD basis set.

Last column: Mulliken charge in e.
Atoms and positions in Å:
C: 1.69339 0.20532 -0.12572  -0.096
C: -1.85893 0.11003 -0.73529  0.069
O: 1.50930 0.56037 1.05421  -0.418
O: -1.09693 -0.85624 -0.31018  -0.189
Cl: -2.50582 0.79253 0.77030  -0.178
H: 1.85502 -0.82441 -0.41654  0.251
H: 1.50049 0.93448 -0.91805  0.264
H: -1.09651 -0.92208 0.68126  0.296

The LUMO energy comes out at 0.17 eV. The value obtained for the orbital gap is 10.53 eV. Its multiplicity is 1.

*x*
An isolated molecule of C2H3ClO2. Source: OMol25; level of theory: ωB97M-V with the def2-TZVPD basis set.

Last column: Mulliken charge in e.
Atoms and positions in Å:
O: -0.12632 -1.51411 -0.19536  -0.432
C: -0.36915 -0.23349 0.01879  0.589
Cl: -2.02763 0.23041 0.26159  -0.172
C: 0.70483 0.71552 0.34196  -0.379
O: 0.35674 0.79016 -1.01454  -0.429
H: -0.68044 -1.88358 -0.90090  0.359
H: 0.45142 1.58952 0.93905  0.240
H: 1.69055 0.30558 0.54941  0.224

The LUMO energy comes out at 0.65 eV. The structure (SMILES) is O[C@@]1(Cl)CO1. The value obtained for the orbital gap is 11.03 eV. Its multiplicity is 1.

Most stable: *x*. Least stable: *w*.

*w*
An isolated molecule of C4H4BrNO. Source: OMol25; level of theory: ωB97M-V with the def2-TZVPD basis set.

Last column: Mulliken charge in e.
Atoms and positions in Å:
C: -2.55019 1.84686 -0.17035  0.164
C: -3.25514 0.76654 -0.61917  -0.204
C: -0.52449 0.01930 0.05217  -0.016
C: 0.66060 -0.88874 -0.05242  -0.917
N: -1.23295 2.19924 0.11600  -0.374
O: -0.33035 1.22556 0.24744  0.041
Br: -4.34514 -0.45339 0.07686  0.093
H: -2.91946 2.85724 -0.16062  0.368
H: 0.57813 -1.56595 0.89026  0.234
H: 0.69541 -1.37586 -0.90966  0.341
H: 1.61161 -0.30325 -0.06191  0.271

The LUMO energy (spin up / spin down) comes out at -1.09 / -1.09 eV. The value obtained for the orbital gap (spin up / spin down) is 7.24 / 7.24 eV. Its multiplicity is 1.

*x*
A cluster of 2 separate species, C4H4BrNO in total. Source: OMol25; level of theory: ωB97M-V with the def2-TZVPD basis set.

Last column: Mulliken charge in e.
Atoms and positions in Å:
C: -1.48321 -1.58031 0.27624  0.349
C: 0.21537 0.62521 -0.12297  0.326
C: -0.86099 -0.40897 -0.13532  0.013
C: 1.71323 0.39834 0.02657  -1.152
N: -1.93155 -2.62391 0.51446  -0.303
O: -0.40216 0.03082 -1.28694  -0.233
Br: -3.23744 1.10356 0.26528  -0.378
H: -0.16908 1.60013 0.18099  0.392
H: 2.10864 -0.64998 -0.23413  0.310
H: 1.97396 0.40205 1.11490  0.337
H: 2.07323 1.10305 -0.59908  0.338

The LUMO energy (spin up / spin down) comes out at -2.38 / -2.53 eV. The value obtained for the orbital gap (spin up / spin down) is 7.07 / 6.88 eV. Its multiplicity is 1.

Most stable: *x*. Least stable: *w*.

*w*
An isolated molecule of C4H6ClNO. Source: OMol25; level of theory: ωB97M-V with the def2-TZVPD basis set.

Last column: Mulliken charge in e.
Atoms and positions in Å:
O: 0.41303 2.55377 -1.18850  -0.521
C: 0.60524 2.03135 -0.04999  0.156
N: 1.39136 0.88494 0.21372  -0.228
C: 1.18734 -0.05117 -0.88232  -0.409
C: 0.74674 -0.42203 0.54663  0.106
C: -0.73955 -0.53044 1.00030  -0.613
Cl: -1.48236 -1.97465 0.16257  -0.199
H: 0.12730 2.45826 0.89329  0.345
H: 0.53135 0.51547 -1.69218  0.225
H: 2.07194 -0.68397 -1.50681  0.204
H: 1.26925 -1.16118 1.29679  0.279
H: -1.20517 -0.55218 2.03336  0.387
H: -1.43702 0.20166 0.53612  0.269

The LUMO energy comes out at 0.72 eV. The structure (SMILES) is O=CN1C[C@@H]1CCl. The value obtained for the orbital gap is 10.96 eV. Its multiplicity is 1.

*x*
A cluster of 2 separate species, C4H6ClNO in total. Source: OMol25; level of theory: ωB97M-V with the def2-TZVPD basis set.

Last column: Mulliken charge in e.
Atoms and positions in Å:
N: -2.52263 2.63126 -0.93489  -0.478
C: -1.98667 1.48645 -0.76440  0.426
C: -1.63988 0.30948 -0.25910  -0.288
Cl: -2.80653 -0.86106 0.21989  -0.164
H: -3.07409 2.31512 -1.75379  0.312
H: -0.73791 0.00513 -0.71757  0.191
C: 1.81108 -1.21503 1.21771  -0.869
C: 1.83233 -0.30256 -0.07089  0.115
O: 2.15878 0.85619 -0.44946  -0.512
H: 1.26940 -2.08390 0.99842  0.290
H: 2.87906 -1.50007 1.36711  0.315
H: 1.44299 -0.75825 2.03446  0.314
H: 1.37406 -0.88275 -0.88749  0.347

The LUMO energy comes out at 0.22 eV. The structure (SMILES) is N=C=CCl.CC=O. The value obtained for the orbital gap is 9.63 eV. Its multiplicity is 1.

Most stable: *w*. Least stable: *x*.

*w*
A cluster of 2 separate species, C3H4F2O2S in total. Source: OMol25; level of theory: ωB97M-V with the def2-TZVPD basis set.

Last column: Mulliken charge in e.
Atoms and positions in Å:
C: 1.43005 -2.05553 -0.48560  -0.110
C: 1.66163 -0.84717 -0.17801  0.182
C: -1.76038 0.87206 0.64705  -0.794
O: 0.27132 2.62398 0.59701  -0.534
O: -0.39665 1.44304 -1.57961  -0.487
F: 0.25152 -2.52172 -0.87104  -0.210
F: 2.77283 -0.44445 0.36982  -0.180
S: -0.17470 1.40661 -0.12647  0.909
H: 2.14953 -2.91573 -0.54423  0.280
H: -2.45801 1.41177 0.07972  0.320
H: -1.90993 -0.27008 0.49363  0.256
H: -1.83722 1.29722 1.59774  0.368

The LUMO energy (spin up / spin down) comes out at -2.00 / -1.58 eV. The value obtained for the orbital gap (spin up / spin down) is 8.44 / 8.16 eV. Its multiplicity is 1.

*x*
An isolated molecule of C3H4F2O2S. Source: OMol25; level of theory: ωB97M-V with the def2-TZVPD basis set.

Last column: Mulliken charge in e.
Atoms and positions in Å:
C: -1.75812 -0.33703 0.47787  -0.970
S: -0.22078 -1.01677 -0.24340  1.005
O: -0.46898 -1.38950 -1.60650  -0.561
O: 0.40277 -1.91602 0.63289  -0.531
C: 0.77351 0.81827 -0.24396  0.193
F: -0.20971 1.80320 -0.39310  -0.233
C: 2.11266 0.98625 -0.24538  -0.089
F: 2.89598 -0.03082 -0.04010  -0.181
H: -2.43363 -1.03328 0.92862  0.407
H: -1.48014 0.17113 1.37072  0.355
H: -2.38380 0.01693 -0.39702  0.310
H: 2.77024 1.92764 -0.24065  0.296

The LUMO energy comes out at 0.62 eV. The structure (SMILES) is CS(=O)(=O)/C(F)=C\F. The value obtained for the orbital gap is 10.95 eV. Its multiplicity is 1.

Most stable: *x*. Least stable: *w*.